## P
Molecular formula: C2H5BO
Method: DFT, wB97M-V/def2-TZVPD

Computed properties:
LUMO energy in eV: -0.5
E_HOMO in eV: -9.38
Structure (SMILES): BC(C)=O

CARTESIAN COORDINATES (ANGSTROEM)
B  0.417  1.159  -0.717
C  0.658  0.105  0.362
C  -0.525  -0.932  0.288
O  1.285  0.158  1.415
H  0.538  0.853  -1.877
H  0.132  2.175  -0.323
H  -1.254  -0.656  -0.494
H  -0.166  -1.916  0.133
H  -1.086  -0.946  1.214

Partial charges, Mulliken, in e:
1 B 0.072
2 C 0.557
3 C -0.947
4 O -0.523
5 H -0.018
6 H -0.017
7 H 0.278
8 H 0.296
9 H 0.302

## Q
Molecular formula: C2H5BO
Method: DFT, wB97M-V/def2-TZVPD

Computed properties:
LUMO energy in eV: -0.1
E_HOMO in eV: -10.04

CARTESIAN COORDINATES (ANGSTROEM)
B  -0.276  -0.403  -0.044
C  -1.723  0.125  -0.313
C  1.254  0.463  -0.039
O  -2.855  0.042  -0.173
H  1.804  -0.195  0.660
H  -0.308  -0.448  1.095
H  -0.530  -1.418  -0.637
H  0.868  1.317  0.476
H  1.767  0.516  -1.025

Partial charges, Mulliken, in e:
1 B -0.052
2 C 0.443
3 C -0.777
4 O -0.268
5 H 0.230
6 H -0.021
7 H -0.049
8 H 0.271
9 H 0.222

The calculated energies rank the structures as follows, beginning with the most stable: Q, P.